# 1
Here is a molecular structure, C29H32BrN7O6SZr at a distorted geometry from OMol25. Energies are from ωB97M-V/def2-TZVPD.

Its net charge is +2. Its LUMO energy is -6.721 eV. Its max |F| is 1.7 eV Å⁻¹. Its spin multiplicity is 1. The total energy comes out at -4977.88987 a.u. The energy above the lowest of the compared OMol25 structures with the same formula, charge and spin comes out at 113.8 kcal/mol. The calculation puts the HOMO-LUMO gap at 6.23 eV.

Each line ends with the Löwdin charge.
Cartesian coordinates (Å):
Zr 0.391 -0.321 -0.320  1.734
N 0.768 -3.698 -3.571  0.095
C 0.419 -2.844 -2.592  -0.811
S 1.664 -1.704 -2.089  0.685
N -0.769 -2.934 -2.090  0.038
N -1.021 -1.960 -1.072  -0.155
C -3.399 -0.864 -0.659  -0.083
C -3.425 -0.745 0.837  -0.048
C -4.628 -0.511 1.382  0.008
C -4.968 0.231 2.598  -0.035
C -4.121 0.944 3.339  0.010
C -2.637 0.849 3.154  -0.205
N -2.065 1.105 1.808  0.049
H 1.699 -3.699 -3.945  0.090
H 0.115 -4.407 -3.861  0.115
H -3.906 -0.011 -1.103  0.156
H -5.486 -0.755 0.764  0.131
H -6.025 0.287 2.828  0.116
H -4.492 1.548 4.158  0.115
H -2.084 1.333 3.959  0.153
O 1.189 3.004 2.596  0.204
C 0.717 2.299 1.598  -0.454
O 1.045 1.139 1.393  -0.025
C -0.208 3.068 0.695  -0.097
O -1.075 2.200 0.008  -0.140
C -2.328 1.999 0.756  -0.111
C -2.137 -0.335 1.591  -0.531
O -2.262 -0.536 2.991  0.063
O -0.995 -0.849 1.073  -0.233
H 1.800 2.470 3.130  0.164
H -0.746 3.822 1.272  0.151
H 0.419 3.592 -0.033  0.153
H -2.690 2.964 1.114  0.154
H -3.012 1.617 -0.004  0.137
Br -5.665 -2.949 -3.170  0.860
C -4.198 -1.825 -2.897  -0.652
C -3.865 -0.876 -3.787  -0.093
C -2.657 -0.098 -3.632  0.040
C -1.846 -0.263 -2.577  -0.198
C -2.215 -1.187 -1.481  -0.333
C -3.436 -2.042 -1.664  -0.148
N -0.630 0.385 -2.303  -0.011
C -0.073 1.279 -3.022  -0.038
C 1.225 1.799 -2.602  -0.254
C 1.957 2.651 -3.410  0.031
C 3.222 3.044 -2.995  0.001
C 3.713 2.567 -1.792  -0.003
C 2.919 1.715 -1.039  -0.096
N 1.701 1.337 -1.429  -0.028
H -4.474 -0.710 -4.663  0.114
H -2.415 0.603 -4.422  0.124
H -1.274 -2.466 -0.226  0.126
H -3.418 -3.035 -1.237  0.150
H -0.482 1.619 -3.970  0.148
H 1.544 2.996 -4.348  0.133
H 3.818 3.707 -3.608  0.131
H 4.695 2.840 -1.436  0.125
H 3.265 1.312 -0.095  0.120
O 2.019 -1.158 0.794  -0.216
C 2.441 -2.299 1.161  -0.420
C 1.575 -3.517 1.094  -0.086
C 1.163 -4.021 2.489  -0.158
C 2.238 -4.849 3.186  -0.193
C 3.544 -4.114 3.471  -0.171
C 4.259 -3.610 2.223  -0.134
N 3.652 -2.394 1.658  0.135
H 2.110 -4.302 0.551  0.143
H 0.700 -3.265 0.499  0.087
H 0.272 -4.637 2.362  0.123
H 0.861 -3.171 3.108  0.128
H 2.456 -5.729 2.570  0.123
H 1.833 -5.230 4.124  0.121
H 4.225 -4.792 3.987  0.123
H 3.374 -3.271 4.148  0.124
H 4.288 -4.379 1.449  0.133
H 5.289 -3.347 2.450  0.130
H 4.175 -1.532 1.713  0.167

---

# 2
Here is a molecular structure, C29H32FeN2O2PSSi from OMol25. Energies are from ωB97M-V/def2-TZVPD.

Its net charge is -1. Its LUMO energy is 2.624 eV. Its max |F| is 0.7 eV Å⁻¹. Its spin multiplicity is 1. The total energy comes out at -3677.17730 a.u. The energy above the lowest of the compared OMol25 structures with the same formula, charge and spin comes out at 0.0 kcal/mol. The calculation puts the HOMO-LUMO gap at 6.97 eV.

Each line ends with the natural charge from an NBO analysis.
Cartesian coordinates (Å):
Fe 0.585 1.084 -1.070  0.563
C 0.581 -4.070 2.167  -0.225
C 1.878 -3.606 1.999  -0.208
C 2.110 -2.268 1.705  -0.233
C 1.048 -1.381 1.570  -0.223
C -0.253 -1.861 1.727  -0.210
C -0.488 -3.192 2.032  -0.225
P 1.241 0.381 1.122  0.950
C 1.311 1.224 2.738  -0.248
C 1.303 0.582 3.971  -0.244
C 1.365 1.322 5.147  -0.216
C 1.430 2.706 5.095  -0.226
C 1.426 3.353 3.865  -0.215
C 1.361 2.622 2.690  -0.209
C 2.875 0.561 0.377  -0.336
C 4.147 0.511 0.930  -0.225
C 5.237 0.729 0.096  -0.269
C 5.011 1.003 -1.253  -0.210
C 3.721 1.084 -1.767  -0.269
C 2.585 0.883 -0.966  -0.229
H 0.402 -5.115 2.390  0.202
H 2.714 -4.289 2.090  0.203
H 3.122 -1.914 1.554  0.224
H -1.089 -1.183 1.584  0.219
H -1.504 -3.550 2.145  0.206
H 1.254 -0.500 4.018  0.215
H 1.363 0.812 6.103  0.199
H 1.478 3.281 6.012  0.199
H 1.460 4.435 3.817  0.211
H 1.322 3.121 1.726  0.272
H 4.289 0.320 1.990  0.201
H 6.247 0.700 0.487  0.195
H 5.861 1.177 -1.907  0.190
H 3.618 1.329 -2.825  0.172
N 0.613 1.640 -2.988  -0.756
C 0.991 3.041 -3.217  -0.212
C 0.053 3.970 -2.460  -0.531
C 0.355 4.058 -0.954  0.789
O 0.325 5.170 -0.424  -0.712
O 0.637 2.964 -0.363  -0.765
H 1.267 0.994 -3.417  0.389
H -0.299 1.442 -3.392  0.372
H 0.981 3.280 -4.287  0.167
H 2.012 3.164 -2.852  0.212
H -0.977 3.612 -2.584  0.202
H 0.096 4.978 -2.870  0.221
C -4.499 -3.289 -0.226  -1.109
Si -3.362 -2.741 -1.627  1.649
C -4.339 -2.833 -3.232  -1.108
C -1.926 -3.930 -1.709  -1.119
C -2.936 -0.940 -1.303  -0.548
C -3.982 -0.099 -0.930  -0.148
C -3.775 1.234 -0.593  -0.308
C -2.474 1.705 -0.622  0.065
N -1.458 0.937 -0.990  -0.509
C -1.650 -0.358 -1.352  0.089
S -0.145 -1.088 -1.782  -0.263
H -4.627 -4.374 -0.236  0.227
H -5.491 -2.837 -0.304  0.225
H -4.082 -3.006 0.743  0.236
H -4.749 -3.834 -3.389  0.224
H -3.699 -2.593 -4.084  0.237
H -5.170 -2.123 -3.229  0.228
H -2.322 -4.949 -1.764  0.218
H -1.283 -3.845 -0.832  0.259
H -1.301 -3.744 -2.581  0.255
H -4.994 -0.495 -0.884  0.197
H -4.589 1.880 -0.295  0.210
H -2.215 2.718 -0.328  0.212

---

Record order is preserved below.
E_HOMO: -0.47606; -0.15956 hartree